Entry 1:
A 3-piece molecular cluster, C21H27NO11 overall, computed with ωB97M-V/def2-TZVPD.

Output
Frontier orbital gap = 0.3137 Ha
SMILES string = Cc1ccc(C[C@@](O)(CCCCO)OC(=O)OC#N)cc1.O=C1OCCO1.O=C1OCCO1
ΔE to the lowest compared entry with this formula, charge and spin = 91.1 kcal/mol

```
60
Properties=species:S:1:pos:R:3:lowdin_charge:R:1
C 3.52 -2.58 3.91 -0.10
C 2.71 -1.90 2.71 -0.22
C 3.42 -1.66 1.34 -0.01
C 2.70 -0.96 0.13 0.01
C 1.20 -0.48 0.24 -0.15
C 0.63 0.25 -1.04 -0.08
C -0.95 0.45 -1.17 -0.41
O -1.15 0.63 -2.62 -0.04
C -1.84 -0.85 -0.82 -0.08
C -3.30 -0.56 -0.24 -0.17
C -3.66 -1.75 0.83 -0.16
C -4.68 -1.19 1.98 -0.22
O -3.91 -1.06 3.23 -0.12
O -1.47 1.70 -0.63 0.06
C -0.96 2.03 0.63 -0.39
O 0.11 2.61 0.90 0.14
O -1.84 1.76 1.76 0.04
C -1.30 2.32 2.93 -0.22
N -0.97 2.74 4.00 0.19
C 0.53 -0.75 1.60 -0.03
C 1.22 -1.45 2.81 -0.02
H 4.58 -2.11 3.92 0.08
H 3.61 -3.72 3.83 0.08
H 3.02 -2.24 4.90 0.08
H 4.52 -1.97 1.20 0.09
H 3.31 -0.80 -0.82 0.08
H 0.96 -0.36 -1.97 0.14
H 1.17 1.26 -1.16 0.15
H -0.85 -0.17 -3.09 0.10
H -2.01 -1.44 -1.81 0.14
H -1.32 -1.60 -0.13 0.10
H -3.42 0.41 0.35 0.09
H -4.10 -0.57 -1.05 0.12
H -4.09 -2.62 0.24 0.11
H -2.74 -2.11 1.40 0.11
H -5.09 -0.19 1.64 0.12
H -5.47 -2.00 2.13 0.12
H -3.71 -0.11 3.37 0.08
H -0.55 -0.43 1.74 0.08
H 0.67 -1.65 3.79 0.10
C -2.78 4.75 -1.74 -0.13
C -2.60 5.30 -0.35 -0.14
O -3.11 6.62 -0.46 0.07
C -3.98 6.62 -1.51 -0.55
O -4.71 7.53 -1.78 0.16
O -3.91 5.46 -2.22 0.07
H -2.97 3.67 -1.74 0.13
H -1.92 4.96 -2.39 0.14
H -3.18 4.75 0.39 0.13
H -1.55 5.31 -0.04 0.14
C 5.85 -3.84 -3.27 -0.13
C 4.47 -3.33 -3.51 -0.13
O 4.18 -2.60 -2.32 0.05
C 5.38 -2.24 -1.78 -0.53
O 5.50 -1.48 -0.86 0.13
O 6.41 -2.86 -2.41 0.07
H 6.43 -3.93 -4.19 0.14
H 5.86 -4.81 -2.75 0.14
H 4.42 -2.65 -4.36 0.14
H 3.74 -4.13 -3.66 0.14
```

***

Entry 2:
One molecule with the formula C19H32N4O2S, computed with ωB97M-V/def2-TZVPD.

Output
Frontier orbital gap = 0.3041 Ha
SMILES string = OCC[C@@H]1CN(Cc2cnc(N3CCOCC3)s2)CCN1C1CCCC1
ΔE to the lowest compared entry with this formula, charge and spin = 36.8 kcal/mol

```
58
Properties=species:S:1:pos:R:3:lowdin_charge:R:1
O 0.93 1.21 -0.88 -0.09
H 0.74 0.29 -0.64 0.03
C -0.29 1.93 -0.82 -0.24
C -1.50 1.10 -1.23 -0.12
H -2.21 1.73 -1.79 0.12
H -1.16 0.31 -1.89 0.11
C -2.27 0.51 -0.04 -0.29
N -3.54 -0.03 -0.50 -0.09
C -3.33 -1.25 -1.26 -0.15
C -2.45 -2.28 -0.53 -0.17
N -1.19 -1.67 -0.17 -0.16
C -1.45 -0.54 0.71 -0.14
H -0.51 -0.12 1.06 0.08
H -2.01 -0.87 1.61 0.13
C -0.23 -2.61 0.40 -0.20
C 1.16 -2.11 0.20 -0.50
C 1.95 -2.27 -0.89 -0.18
N 3.14 -1.61 -0.88 0.06
C 3.29 -0.91 0.19 -0.59
N 4.39 -0.17 0.48 -0.12
C 4.31 0.90 1.46 -0.15
H 3.62 0.63 2.26 0.09
H 5.31 1.03 1.88 0.13
C 3.87 2.19 0.76 -0.18
H 3.88 3.03 1.45 0.13
O 4.76 2.51 -0.28 -0.13
C 4.81 1.49 -1.25 -0.18
H 5.51 1.82 -2.02 0.13
C 5.27 0.16 -0.62 -0.12
H 5.24 -0.64 -1.35 0.12
H 6.28 0.27 -0.22 0.13
H 3.81 1.34 -1.69 0.13
H 2.86 2.05 0.35 0.11
S 1.95 -1.05 1.34 1.09
H 1.71 -2.87 -1.74 0.12
H -0.42 -2.81 1.47 0.12
H -0.33 -3.56 -0.14 0.12
H -2.26 -3.12 -1.20 0.12
H -2.98 -2.67 0.36 0.12
H -4.30 -1.70 -1.49 0.12
H -2.85 -0.99 -2.20 0.12
C -4.65 -0.15 0.44 -0.32
C -5.95 0.20 -0.31 -0.15
C -5.95 1.73 -0.35 -0.18
H -5.41 2.06 -1.23 0.10
C -5.20 2.17 0.93 -0.18
H -5.85 2.72 1.60 0.10
H -4.36 2.81 0.67 0.10
C -4.71 0.87 1.58 -0.15
H -3.78 0.99 2.12 0.10
H -5.46 0.51 2.29 0.12
H -6.96 2.13 -0.39 0.10
H -6.81 -0.18 0.25 0.11
H -5.98 -0.23 -1.31 0.10
H -4.70 -1.17 0.85 0.14
H -2.48 1.34 0.64 0.13
H -0.15 2.78 -1.50 0.12
H -0.43 2.34 0.19 0.12
```

***

Entry 3:
One molecule with the formula O4S2, computed with ωB97M-V/def2-TZVPD.

Output
Frontier orbital gap = 0.3906 Ha
SMILES string = O=[S@]12=[S@](=O)(O1)O2
ΔE to the lowest compared entry with this formula, charge and spin = 19.1 kcal/mol

```
6
Properties=species:S:1:pos:R:3:lowdin_charge:R:1
O 0.25 1.15 -0.25 -0.54
O 1.10 -0.88 -1.55 -0.36
O -0.93 -0.77 -0.01 -0.54
O 0.27 0.10 2.08 -0.36
S -0.07 -0.12 -1.32 0.90
S -0.62 0.51 1.05 0.90
```

***

Entry 4:
C23H23IrN8O2S5 as an isolated structure, computed with ωB97M-V/def2-TZVPD.

Output
Multiplicity = 2
Frontier orbital gap (spin up / spin down) = 0.1653 / 0.1296 Ha
Total charge = +3
<S²> = 0.80
ΔE to the lowest compared entry with this formula, charge and spin = 13.3 kcal/mol

```
62
Properties=species:S:1:pos:R:3:lowdin_charge:R:1
Ir 0.94 -1.08 0.25 1.20
N -1.63 -3.82 0.15 0.14
C -0.63 -3.97 0.99 -0.65
N 0.40 -3.16 1.12 -0.06
C 1.28 -3.61 2.08 -0.36
C 0.89 -4.77 2.72 -0.32
S -0.58 -5.36 2.10 1.15
C 2.51 -2.91 2.27 -0.34
C 3.54 -3.25 3.12 -0.32
S 4.89 -2.23 2.92 1.15
C 3.99 -1.36 1.66 -0.63
N 2.78 -1.83 1.47 -0.03
N 4.52 -0.34 1.01 0.14
H -1.61 -3.08 -0.54 0.01
H -2.36 -4.51 0.08 0.13
H 1.40 -5.30 3.50 0.09
H 3.56 -4.05 3.84 0.09
H 5.49 -0.07 1.15 0.13
H 3.98 0.10 0.28 0.08
O 3.52 2.27 -2.05 0.21
C 3.20 3.30 -1.30 -0.18
C 3.68 4.57 -1.67 0.07
C 3.36 5.68 -0.92 0.02
C 2.55 5.55 0.22 0.04
C 2.06 4.32 0.59 0.03
C 2.36 3.17 -0.14 -0.03
C 1.82 1.87 0.24 -0.44
O 2.15 0.80 -0.40 -0.20
N 0.94 1.86 1.23 0.07
N 0.39 0.70 1.53 -0.20
C -0.41 0.61 2.57 -0.88
S -1.11 -0.93 2.94 0.98
C -2.31 -0.26 4.14 -0.45
C -1.66 0.90 4.84 -0.46
S -0.83 1.95 3.59 1.03
H 3.10 1.44 -1.73 0.11
H 4.30 4.63 -2.55 0.15
H 3.74 6.65 -1.22 0.14
H 2.32 6.43 0.80 0.14
H 1.43 4.22 1.47 0.13
H -2.56 -1.06 4.84 0.10
H -3.21 0.02 3.59 0.10
H -0.90 0.58 5.55 0.10
H -2.39 1.52 5.36 0.10
N -1.02 1.59 -1.48 0.14
C -1.53 0.46 -1.99 -0.72
S -0.86 -1.05 -1.57 0.73
N -2.60 0.59 -2.78 0.09
C -3.39 -0.30 -3.52 -0.24
C -2.98 -1.56 -3.95 -0.05
C -3.85 -2.34 -4.68 -0.05
C -5.13 -1.89 -5.00 -0.04
C -5.53 -0.62 -4.60 -0.05
C -4.67 0.18 -3.88 -0.01
H -0.20 1.55 -0.90 0.04
H -1.37 2.50 -1.73 0.14
H -2.97 1.55 -2.84 0.17
H -1.98 -1.91 -3.75 0.06
H -3.52 -3.31 -5.04 0.12
H -5.80 -2.52 -5.56 0.12
H -6.51 -0.25 -4.86 0.12
H -4.98 1.16 -3.57 0.12
```

***

Entry 5:
C23H15FeO5Sb as an isolated structure, computed with ωB97M-V/def2-TZVPD.

Output
Multiplicity = 6
Frontier orbital gap (spin up / spin down) = 0.1902 / 0.1533 Ha
Total charge = +3
<S²> = 8.85

```
45
Properties=species:S:1:pos:R:3:lowdin_charge:R:1
O 0.00 2.94 -4.27 0.16
C 0.00 1.85 -3.93 0.06
Fe -0.01 -0.47 -3.05 -0.23
O 0.00 -1.60 -5.79 0.22
C 0.00 -1.06 -4.76 -0.06
C -0.02 -2.05 -2.41 -0.31
O -0.04 -3.15 -2.05 0.15
C -1.79 -0.46 -2.97 -0.23
O -2.93 -0.63 -3.05 0.16
C 1.77 -0.47 -2.96 -0.22
O 2.93 -0.60 -2.99 0.16
C -0.79 4.29 2.43 0.02
C 0.22 4.27 1.46 0.06
C 0.42 3.13 0.66 -0.05
C -0.38 2.01 0.83 -0.32
C -1.36 2.00 1.82 -0.01
C -1.58 3.15 2.60 0.06
Sb -0.01 0.29 -0.51 1.62
C 1.91 -0.34 0.36 -0.28
C 2.42 -1.60 0.05 -0.03
C 3.67 -2.02 0.54 0.07
C 4.43 -1.17 1.34 0.03
C 3.93 0.10 1.66 0.07
C 2.67 0.50 1.18 -0.01
C -1.58 -1.01 0.30 -0.31
C -1.25 -2.18 1.00 -0.01
C -2.27 -3.05 1.43 0.07
C -3.61 -2.75 1.18 0.03
C -3.93 -1.57 0.52 0.07
C -2.92 -0.70 0.09 -0.03
H -0.95 5.18 3.04 0.15
H 0.85 5.15 1.31 0.15
H 1.22 3.15 -0.09 0.13
H -1.98 1.12 1.99 0.12
H -2.36 3.15 3.36 0.15
H 1.86 -2.29 -0.59 0.11
H 4.04 -3.01 0.28 0.16
H 5.40 -1.49 1.72 0.15
H 4.51 0.78 2.28 0.15
H 2.30 1.50 1.44 0.11
H -0.21 -2.42 1.21 0.12
H -1.99 -3.97 1.94 0.15
H -4.39 -3.43 1.52 0.15
H -4.97 -1.31 0.32 0.15
H -3.21 0.23 -0.41 0.14
```

***

Entry 6:
An isolated ion of composition C6H12N2 and charge +2, computed with ωB97M-V/def2-TZVPD.

Output
Frontier orbital gap = 0.3604 Ha
Total charge = +2
SMILES string = C=[N+]1C=[N+](CC)CC1
ΔE to the lowest compared entry with this formula, charge and spin = 49.7 kcal/mol

```
20
Properties=species:S:1:pos:R:3:lowdin_charge:R:1
C 0.21 -0.69 0.89 0.23
C 1.31 0.78 2.60 0.21
C 0.66 0.68 -0.90 0.00
C 1.29 1.46 0.26 -0.04
C -2.11 -1.00 -1.39 -0.06
C -0.71 -1.40 -1.13 -0.20
N -0.05 -0.49 -0.32 -0.04
N 1.02 0.62 1.39 -0.02
H -0.03 -1.40 1.69 0.20
H 1.83 1.74 3.00 0.19
H 0.78 0.25 3.48 0.18
H -0.15 1.27 -1.39 0.17
H 1.40 0.50 -1.66 0.16
H 2.31 1.70 0.08 0.15
H 0.88 2.44 0.45 0.16
H -2.75 -0.84 -0.41 0.13
H -2.31 -0.05 -1.91 0.09
H -2.66 -1.83 -2.00 0.15
H -0.12 -1.39 -2.10 0.19
H -0.79 -2.35 -0.64 0.15
```

***

Entry 7:
A 7-piece molecular cluster, C7H28O7 overall, computed with ωB97M-V/def2-TZVPD.

Output
Frontier orbital gap = 0.3714 Ha
SMILES string = CO.CO.CO.CO.CO.CO.CO
ΔE to the lowest compared entry with this formula, charge and spin = 85.1 kcal/mol

```
42
Properties=species:S:1:pos:R:3:lowdin_charge:R:1
C 0.51 4.05 0.23 -0.13
O -0.46 3.06 0.64 -0.17
H 1.14 4.11 1.09 0.07
H 1.03 3.77 -0.70 0.08
H 0.02 5.02 0.07 0.08
H -0.60 3.27 1.58 0.03
C 2.12 -3.80 -1.51 -0.17
O 1.03 -3.34 -2.27 -0.14
H 1.77 -4.32 -0.60 0.08
H 2.82 -4.42 -2.10 0.08
H 2.67 -2.94 -1.07 0.08
H 1.10 -2.40 -2.51 0.07
C -0.36 -0.75 0.76 -0.09
O 0.85 -1.22 0.07 -0.14
H -0.40 -1.21 1.76 0.08
H -0.37 0.32 0.85 0.06
H -1.24 -1.13 0.21 0.08
H 0.44 -1.85 -0.52 0.03
C -1.39 2.56 -3.45 -0.16
O -0.86 1.87 -2.34 -0.13
H -1.09 2.00 -4.33 0.08
H -2.50 2.68 -3.37 0.10
H -0.95 3.55 -3.51 0.07
H -1.35 2.07 -1.54 0.06
C -2.08 -1.62 -2.93 -0.15
O -0.88 -1.39 -2.24 -0.15
H -2.96 -1.36 -2.33 0.08
H -2.08 -0.96 -3.83 0.09
H -2.17 -2.69 -3.23 0.10
H -0.91 -0.44 -2.10 0.06
C -0.53 2.11 4.11 -0.14
O -1.05 3.23 3.44 -0.13
H -0.98 2.06 5.08 0.07
H -0.89 1.22 3.62 0.07
H 0.57 2.24 4.18 0.10
H -1.99 3.27 3.58 0.09
C 2.20 -2.83 2.82 -0.15
O 1.26 -3.22 1.83 -0.12
H 3.04 -2.31 2.36 0.08
H 1.82 -2.13 3.61 0.08
H 2.55 -3.65 3.38 0.06
H 1.17 -2.47 1.26 -0.03
```

***

Entry 8:
C4H8F8MgNO6S2 as an isolated structure, computed with ωB97M-V/def2-TZVPD.

Output
Frontier orbital gap = 0.3543 Ha
Total charge = -1
ΔE to the lowest compared entry with this formula, charge and spin = 18.8 kcal/mol

```
30
Properties=species:S:1:pos:R:3:lowdin_charge:R:1
Mg 20.36 -9.11 -10.48 0.52
C 22.81 -10.60 -7.45 -0.69
F 23.63 -9.70 -7.83 0.18
F 23.47 -11.59 -6.95 0.18
F 21.88 -10.18 -6.58 0.13
S 21.86 -11.36 -9.04 0.73
O 22.54 -12.63 -9.34 -0.31
O 20.47 -11.51 -8.66 -0.30
N 21.91 -10.12 -10.24 -0.34
S 23.27 -10.39 -11.06 0.65
O 23.45 -9.22 -11.89 -0.28
O 24.40 -10.85 -10.23 -0.31
C 22.82 -11.79 -12.38 -0.65
F 22.98 -13.03 -11.91 0.13
F 21.56 -11.63 -12.75 0.12
F 23.53 -11.58 -13.45 0.17
F 20.23 -8.22 -12.15 -0.54
F 18.84 -8.60 -9.38 -0.53
C 19.07 -12.09 -11.84 -0.12
O 19.23 -10.93 -11.06 -0.16
H 19.19 -11.88 -12.91 0.08
H 19.96 -12.69 -11.65 0.07
H 18.10 -12.56 -11.69 0.09
H 18.48 -10.91 -10.47 0.09
C 21.64 -7.20 -8.29 -0.10
O 21.37 -7.43 -9.68 -0.16
H 21.18 -6.32 -7.83 0.09
H 21.30 -8.07 -7.74 0.07
H 22.72 -7.25 -8.19 0.08
H 21.56 -6.62 -10.16 0.11
```

***

Entry 9:
C2H5N3O2 as an isolated structure, computed with ωB97M-V/def2-TZVPD.

Output
Frontier orbital gap = 0.3480 Ha
ΔE to the lowest compared entry with this formula, charge and spin = 148.5 kcal/mol

```
12
Properties=species:S:1:pos:R:3:lowdin_charge:R:1
C -0.38 -0.61 0.71 -0.47
C 0.81 -0.16 -0.05 -0.06
N -0.62 -1.82 0.92 0.19
N -0.90 1.63 0.66 -0.06
N 0.92 -0.21 -1.47 0.15
O -1.22 0.34 1.03 0.00
O 0.47 1.61 0.42 -0.16
H 1.67 -0.56 0.32 0.11
H -1.36 -1.87 1.57 0.05
H -1.30 1.71 -0.28 0.11
H 0.14 -0.06 -2.00 0.06
H 1.79 0.00 -1.83 0.07
```

***

Entry 10:
C22H19BF2N5O2PdS as an isolated structure, computed with ωB97M-V/def2-TZVPD.

Output
Frontier orbital gap = 0.2893 Ha
Total charge = +1
ΔE to the lowest compared entry with this formula, charge and spin = 20.7 kcal/mol

```
53
Properties=species:S:1:pos:R:3:lowdin_charge:R:1
Pd 0.55 -0.52 0.24 1.06
N 2.43 -0.70 -0.46 0.05
C 3.64 -0.69 0.35 -0.21
C 4.79 -0.21 -0.26 -0.02
C 5.98 -0.17 0.45 -0.06
C 5.99 -0.59 1.77 -0.05
C 4.83 -1.06 2.36 -0.01
C 3.62 -1.13 1.67 -0.11
C 2.38 -1.58 2.36 -0.16
C 2.50 -2.36 3.51 -0.03
C 1.41 -2.62 4.33 -0.05
C 0.18 -2.07 4.02 -0.06
C 0.02 -1.35 2.85 -0.10
C 1.11 -1.12 2.01 -0.16
H 2.46 0.12 -1.07 0.10
H 2.41 -1.52 -1.06 0.12
H 4.76 0.12 -1.29 0.12
H 6.88 0.20 -0.02 0.11
H 6.90 -0.55 2.35 0.11
H 4.85 -1.34 3.41 0.11
H 3.46 -2.78 3.77 0.11
H 1.53 -3.24 5.21 0.11
H -0.68 -2.24 4.67 0.11
H -0.96 -0.99 2.58 0.09
N -6.89 0.94 -3.17 0.15
C -5.68 0.63 -2.66 -0.29
C -4.58 0.41 -3.52 0.00
C -3.35 0.11 -3.01 -0.04
C -3.18 0.04 -1.62 -0.33
C -4.25 0.26 -0.75 -0.03
C -5.48 0.56 -1.27 0.00
S -1.64 -0.31 -1.00 0.77
O -1.31 -1.76 -1.35 -0.08
O -1.63 -0.18 0.48 -0.32
N -0.41 0.46 -1.59 -0.13
C -0.30 1.83 -1.23 -0.48
N 0.89 2.16 -0.73 0.10
C 1.07 3.46 -0.44 -0.10
C 0.08 4.39 -0.64 -0.03
C -1.12 3.92 -1.16 -0.09
N -1.32 2.64 -1.46 0.15
H -7.06 0.92 -4.16 0.11
H -7.69 1.03 -2.56 0.11
H -4.73 0.47 -4.59 0.12
H -2.51 -0.05 -3.67 0.13
H -4.09 0.21 0.32 0.12
H -6.31 0.74 -0.60 0.12
H 2.03 3.73 -0.02 0.12
H 0.22 5.44 -0.41 0.11
H -1.96 4.59 -1.33 0.12
F 0.82 -2.77 -1.43 0.20
B -0.13 -2.35 -0.57 -0.95
F -0.54 -3.15 0.40 0.25
```

***

Entry 11:
C24H44B5F20N8Zn as an isolated structure, computed with ωB97M-V/def2-TZVPD.

Output
Multiplicity = 2
Frontier orbital gap (spin up / spin down) = 0.2975 / 0.1458 Ha
Total charge = +2
<S²> = 0.76

```
102
Properties=species:S:1:pos:R:3:lowdin_charge:R:1
Zn 0.12 -2.32 -1.52 0.88
C -0.81 -0.80 3.53 -0.05
C -1.75 -2.02 3.55 -0.13
N -1.10 -3.16 4.22 -0.02
C -0.28 -4.24 3.74 0.07
C 0.08 -5.03 4.82 0.00
N -0.55 -4.52 5.89 -0.15
C -1.30 -3.40 5.57 0.04
C -0.41 -5.13 7.15 0.00
H -1.46 0.07 3.41 0.07
H -0.06 -1.06 2.78 0.08
H -0.27 -0.46 4.41 0.08
H -2.22 -2.30 2.61 0.13
H -2.41 -1.74 4.37 0.11
H -0.07 -4.36 2.69 0.13
H 0.70 -5.91 4.97 0.15
H -1.73 -2.75 6.31 0.16
H 0.50 -5.72 7.18 0.11
H -1.36 -5.62 7.38 0.12
H -0.18 -4.26 7.77 0.11
C -1.28 3.24 2.02 -0.01
C 0.05 4.19 1.84 -0.12
N 1.11 3.91 2.75 -0.05
C 1.29 4.55 3.97 0.01
C 2.38 4.02 4.70 0.05
N 2.88 3.08 3.79 -0.10
C 2.12 3.02 2.61 0.07
C 3.92 2.15 4.05 -0.03
H -1.74 3.05 2.99 0.06
H -0.77 2.29 1.91 0.04
H -1.99 3.39 1.20 0.07
H -0.11 5.26 1.80 0.13
H 0.47 3.91 0.87 0.10
H 0.69 5.43 4.14 0.14
H 2.88 4.25 5.63 0.14
H 2.39 2.39 1.78 0.15
H 4.81 2.60 4.48 0.11
H 4.41 1.71 3.18 0.10
H 3.62 1.33 4.69 0.10
C 0.82 1.68 -4.94 -0.01
C 2.25 2.25 -4.49 -0.09
N 3.21 1.30 -3.87 0.04
C 3.90 0.35 -4.59 0.18
C 4.57 -0.41 -3.59 0.16
N 4.35 0.09 -2.33 0.01
C 3.53 1.16 -2.50 0.18
C 4.67 -0.50 -1.02 0.07
H 0.85 0.60 -5.04 0.06
H 0.64 1.81 -6.01 0.08
H 0.02 2.18 -4.39 0.08
H 2.15 3.08 -3.79 0.12
H 2.82 2.67 -5.31 0.13
H 3.72 0.21 -5.65 0.18
H 5.28 -1.21 -3.77 0.17
H 3.32 1.90 -1.74 0.16
H 4.75 0.26 -0.24 0.12
H 5.62 -1.02 -1.02 0.12
H 3.99 -1.32 -0.79 0.10
C -4.91 -1.84 -1.10 -0.04
C -4.41 -0.36 -0.92 -0.12
N -4.32 0.39 -2.19 -0.07
C -3.14 0.96 -2.62 0.03
C -3.54 1.67 -3.76 0.02
N -4.89 1.41 -4.04 -0.08
C -5.28 0.44 -3.11 0.03
C -5.65 2.13 -4.99 -0.01
H -5.97 -1.97 -1.30 0.07
H -4.74 -2.49 -0.24 0.08
H -4.48 -2.30 -1.99 0.09
H -3.45 -0.31 -0.42 0.11
H -4.96 0.33 -0.28 0.13
H -2.22 0.86 -2.07 0.13
H -2.94 2.31 -4.39 0.13
H -6.26 0.13 -2.80 0.17
H -6.08 1.53 -5.79 0.11
H -5.02 2.94 -5.36 0.11
H -6.50 2.59 -4.50 0.11
B 2.76 4.39 -0.93 -1.36
F 3.75 4.60 -0.03 0.17
F 2.10 3.16 -0.67 0.07
F 1.79 5.41 -0.89 0.10
F 3.39 4.31 -2.13 0.14
B 0.73 0.12 -0.62 -1.41
F -0.28 -0.65 0.03 0.14
F 1.60 0.55 0.30 0.19
F 1.18 -0.61 -1.71 0.16
F 0.25 1.31 -1.07 0.17
B 2.23 -3.57 -1.23 -1.35
F 1.19 -4.04 -2.04 0.16
F 1.80 -2.60 -0.38 0.19
F 2.72 -4.67 -0.60 0.19
F 3.17 -3.17 -2.18 0.13
B -1.45 -3.68 -0.04 -1.52
F -1.08 -3.97 -1.31 0.22
F -1.96 -4.84 0.50 0.18
F -0.38 -3.29 0.62 0.22
F -2.33 -2.64 0.00 0.17
B -1.16 -1.74 -3.60 -1.33
F 0.01 -2.42 -3.56 0.19
F -2.09 -2.57 -4.19 0.20
F -1.35 -1.36 -2.29 0.16
F -0.91 -0.53 -4.28 0.12
```